No. 1
# C6H10N2O

A molecular structure, C6H10N2O in a non-equilibrium geometry (wB97M-V/def2-TZVPD, the Open Molecules 2025 dataset).

Calculated values
**Gap between HOMO and LUMO**: 9.8 eV
**E_tot**: -419.24932 hartree
**Total charge**: 0

Each line ends with the natural charge from an NBO analysis.
Geometry (Å):
C -0.2812 1.2153 -1.9516  -0.343
C 0.7082 2.4775 0.7752  -0.118
C 0.3521 0.2056 -1.3357  -0.250
C 0.3591 -1.6550 1.7740  0.556
C -1.2480 -1.6873 -0.0557  -0.415
C 0.6026 -0.0131 0.0736  0.065
N 0.0239 1.4460 1.0300  -0.362
N -0.1155 -1.1698 0.6333  -0.447
O 1.3628 -1.2696 2.3133  -0.600
H -0.4715 1.3244 -2.9794  0.195
H -0.8588 1.9544 -1.5646  0.195
H 0.3899 3.3062 1.3372  0.178
H 1.7182 2.4080 0.4432  0.158
H 0.6866 -0.5827 -2.0420  0.220
H -0.2549 -2.5635 2.0832  0.101
H -1.0996 -2.6899 -0.2575  0.198
H -2.2349 -1.5352 0.4448  0.204
H -1.2820 -1.0913 -1.0150  0.233
H 1.6430 -0.0800 0.2937  0.230


No. 2
# C6H10N2O

A single C6H10N2O molecule in a non-equilibrium geometry (wB97M-V/def2-TZVPD, the Open Molecules 2025 dataset).

Calculated values
**Gap between HOMO and LUMO**: 9.7 eV
**SMILES string**: N#CN1CCC(O)CC1
**E_tot**: -419.34659 hartree
**Total charge**: 0

Each line ends with the natural charge from an NBO analysis.
Geometry (Å):
N 1.0552 3.7116 0.7802  -0.397
C 0.7734 2.6180 0.4536  0.428
N 0.4571 1.4067 0.0022  -0.487
C 1.4503 0.3045 0.1786  -0.197
C 0.9368 -0.9654 -0.5011  -0.447
C -0.4464 -1.3933 0.0849  0.100
O -1.2037 -2.1368 -0.8584  -0.717
C -1.3170 -0.2076 0.4924  -0.434
C -0.9166 1.0462 -0.2886  -0.207
H 2.4080 0.6156 -0.2403  0.218
H 1.5598 0.1255 1.2580  0.188
H 1.6937 -1.7805 -0.3680  0.224
H 0.8191 -0.7474 -1.5684  0.220
H -0.2558 -1.9644 1.0424  0.161
H -0.7282 -2.9405 -1.0708  0.470
H -1.2119 0.0235 1.5724  0.211
H -2.3717 -0.4774 0.3421  0.243
H -1.5754 1.8645 0.0402  0.224
H -1.1266 0.8973 -1.3514  0.198


No. 3
# C6H10N2O

2 unconnected molecules or ions with the total composition C6H10N2O in a non-equilibrium geometry (wB97M-V/def2-TZVPD, the Open Molecules 2025 dataset).

Calculated values
**Gap between HOMO and LUMO**: 9.7 eV
**SMILES string**: c1c[nH]cn1.CC(C)=O
**E_tot**: -419.34350 hartree
**Total charge**: 0

Each line ends with the natural charge from an NBO analysis.
Geometry (Å):
C 2.1475 1.1126 0.3014  -0.092
C 1.4920 0.5614 1.3402  -0.132
N 1.1865 -0.7706 0.9502  -0.538
C 1.8635 -0.9139 -0.2283  0.176
N 2.4362 0.2150 -0.6118  -0.478
H 2.6228 2.0971 0.2605  0.208
H 1.2834 0.9632 2.2764  0.212
H 0.5476 -1.3915 1.4031  0.432
H 1.7702 -1.8472 -0.9021  0.219
C -2.2562 0.0307 0.6500  -0.717
C -1.4693 -0.6670 -0.4737  0.620
C -0.8620 0.2141 -1.5767  -0.737
O -1.2469 -1.8568 -0.5083  -0.576
H -1.6443 0.8175 0.9602  0.228
H -2.3377 -0.6574 1.4313  0.230
H -3.1583 0.4368 0.1818  0.237
H -0.4635 -0.2033 -2.5036  0.245
H -1.7253 0.8826 -1.7457  0.216
H -0.1864 0.9766 -1.2049  0.248


No. 4
# C6H10N2O

2 unconnected molecules or ions with the total composition C6H10N2O (wB97M-V/def2-TZVPD, the Open Molecules 2025 dataset).

Calculated values
**Gap between HOMO and LUMO**: 10.4 eV
**SMILES string**: c1cncnc1.COC
**E_tot**: -419.33393 hartree
**Total charge**: 0

Each line ends with the natural charge from an NBO analysis.
Geometry (Å):
C 1.1889 -1.4532 0.0418  -0.307
C 0.7257 -1.7829 1.3106  0.064
N -0.5803 -1.7984 1.6105  -0.459
C -1.4106 -1.4761 0.6106  0.239
N -1.0793 -1.1436 -0.6434  -0.475
C 0.2328 -1.1360 -0.9164  0.100
H 2.2615 -1.4438 -0.1929  0.232
H 1.4177 -2.0454 2.1217  0.202
H -2.4831 -1.4855 0.8453  0.186
H 0.5182 -0.8649 -1.9414  0.208
C 0.3705 1.4483 0.7376  -0.258
O 0.6780 1.4453 -0.6423  -0.550
C -0.4630 1.7831 -1.4056  -0.271
H 1.2887 1.1801 1.2866  0.192
H -0.4130 0.7111 0.9810  0.171
H 0.0354 2.4428 1.0771  0.173
H -1.2821 1.0602 -1.2538  0.193
H -0.8337 2.7919 -1.1577  0.169
H -0.1720 1.7668 -2.4694  0.190


No. 5
# C6H10N2O

2 unconnected molecules or ions with the total composition C6H10N2O in a non-equilibrium geometry (wB97M-V/def2-TZVPD, the Open Molecules 2025 dataset).

Calculated values
**Gap between HOMO and LUMO**: 9.3 eV
**SMILES string**: [H]/N=C(C)\C(C)=C\O.C#N
**E_tot**: -419.28775 hartree
**Total charge**: 0

Each line ends with the natural charge from an NBO analysis.
Geometry (Å):
H -0.8165 -2.2231 -0.8498  0.336
N -1.4382 -1.6858 -0.2564  -0.643
C -1.0528 -0.5586 0.1600  0.347
C -1.9293 0.1712 1.1347  -0.679
C 0.4385 -0.0588 0.0313  -0.216
C 1.3751 -0.9931 -0.7057  -0.664
C 0.9347 0.7356 1.0105  0.186
O 2.2310 0.9883 1.2712  -0.662
H -1.9165 1.2413 0.9485  0.218
H -2.9434 -0.2010 1.0211  0.244
H -1.5960 -0.0146 2.1557  0.224
H 0.9111 -1.3088 -1.6398  0.230
H 2.3172 -0.5038 -0.9573  0.199
H 1.5969 -1.8939 -0.1319  0.229
H 0.3050 1.3695 1.6174  0.191
H 2.8010 0.4139 0.7412  0.480
C -0.3325 1.4226 -1.7352  0.067
N -1.4617 1.1538 -1.8577  -0.321
H 0.5765 1.9452 -1.9578  0.234


No. 6
# C6H10N2O

A single C6H10N2O molecule in a non-equilibrium geometry (wB97M-V/def2-TZVPD, the Open Molecules 2025 dataset).

Calculated values
**Gap between HOMO and LUMO**: 9.2 eV
**SMILES string**: C=C/C=C(/C)NC(N)=O
**E_tot**: -419.25974 hartree
**Total charge**: 0

Each line ends with the natural charge from an NBO analysis.
Geometry (Å):
C 2.3090 1.4110 -0.5596  -0.467
C 2.2909 0.4874 0.3515  -0.198
C 1.2021 -0.1166 1.2068  -0.313
C -0.0203 -0.4440 0.5740  0.217
C -0.8922 -1.5330 1.1824  -0.665
N -0.2075 -0.1312 -0.8454  -0.680
C -1.3292 0.2615 -1.5026  0.772
N -2.4752 0.1380 -0.6927  -0.878
O -1.5137 0.3422 -2.6712  -0.608
H 1.3924 2.1890 -0.5188  0.220
H 3.2723 1.7585 -1.1754  0.241
H 3.2404 0.0790 0.6107  0.211
H 1.2223 -0.4176 2.3330  0.245
H -2.0559 -1.2468 1.5204  0.235
H -0.3371 -1.9675 2.1355  0.218
H -1.0860 -2.4190 0.5559  0.245
H 0.8064 0.4200 -1.1169  0.427
H -3.1834 0.3179 -1.4793  0.397
H -2.6354 0.8711 0.0916  0.382


No. 7
# C6H10N2O

A molecular structure, C6H10N2O in a non-equilibrium geometry (wB97M-V/def2-TZVPD, the Open Molecules 2025 dataset).

Calculated values
**Gap between HOMO and LUMO**: 9.1 eV
**E_tot**: -419.12790 hartree
**Total charge**: 0

Each line ends with the natural charge from an NBO analysis.
Geometry (Å):
C -2.2219 -1.3068 0.3675  -0.453
C -0.0026 0.5584 -0.2525  0.156
C -1.1395 1.4801 0.3325  -0.689
C 1.4476 1.0604 -0.3986  -0.184
C 2.6949 0.5851 -0.4483  -0.316
C 3.0196 -0.8310 0.2255  0.467
H -2.8814 -0.3344 0.2551  0.201
H -1.6199 -1.3263 1.5832  0.188
H -2.8370 -2.2828 0.4876  0.227
H -1.0001 -1.9399 -1.3419  0.400
H -0.9141 2.5009 0.0477  0.229
H -2.2070 1.0172 0.0022  0.221
H -1.4521 1.5844 1.4971  0.238
H 1.4121 2.1603 -0.8269  0.195
H 3.4299 1.4998 -0.6642  0.234
H 2.0060 -1.2863 0.7371  0.087
N -1.4772 -1.2337 -0.9046  -0.461
N -0.2666 -0.6029 -0.8489  -0.256
O 4.0091 -1.3026 0.1504  -0.483


No. 8
# C6H10N2O

2 unconnected molecules or ions with the total composition C6H10N2O in a non-equilibrium geometry (wB97M-V/def2-TZVPD, the Open Molecules 2025 dataset).

Calculated values
**Gap between HOMO and LUMO**: 8.5 eV
**E_tot**: -418.48822 hartree
**Total charge**: +2

Each line ends with the natural charge from an NBO analysis.
Geometry (Å):
C -0.1033 -1.1762 1.2055  -0.364
C -1.1498 -1.5477 0.4373  0.136
C 0.8377 -0.1526 0.8855  0.659
C -0.0267 0.6786 -1.2156  0.731
C -1.9766 -0.8373 -0.5280  -0.342
C 1.8010 0.2225 1.8711  -0.764
N -1.1955 0.1219 -1.3511  -0.521
N 0.7110 2.3880 -2.4299  -0.474
O 0.7708 0.7063 -0.2288  -0.458
H 0.1414 -1.8493 1.9419  0.287
H -1.4743 -2.5388 0.6427  0.268
H -2.5104 -1.5706 -1.1182  0.295
H -2.8816 -0.3645 -0.0678  0.317
H 1.6741 -0.3364 2.7993  0.311
H 2.0173 1.3051 1.8580  0.328
H 2.8231 -0.1950 1.6191  0.360
H -1.6995 0.4057 -2.2199  0.489
H 1.5755 1.7921 -2.5205  0.379
H 0.6659 2.9481 -1.5807  0.364


No. 9
# C6H10N2O2

2 unconnected molecules or ions with the total composition C6H10N2O2 in a non-equilibrium geometry (wB97M-V/def2-TZVPD, the Open Molecules 2025 dataset).

Calculated values
**Gap between HOMO and LUMO**: 8.9 eV
**E_tot**: -494.49359 hartree
**Total charge**: 0

Each line ends with the natural charge from an NBO analysis.
Geometry (Å):
C -1.6005 -0.2458 3.3925  -0.129
C -0.6225 -0.5005 2.4973  -0.121
C -1.5177 1.3687 2.1151  0.182
C 1.5612 -1.4700 -2.3809  -0.627
C 0.2495 -0.7492 -2.5637  -0.075
C 0.3765 0.8232 -0.8415  0.421
N -2.2263 0.9769 3.0577  -0.465
N -0.5544 0.6017 1.7074  -0.543
O 0.8124 1.9797 -0.5520  -0.674
O 0.4716 0.5699 -2.1112  -0.524
H -2.0859 -0.8337 4.1522  0.206
H 0.0741 -1.3749 2.3701  0.213
H -1.7353 2.3136 1.6122  0.172
H 1.5410 -2.5097 -2.5120  0.223
H 2.2553 -0.8330 -2.9901  0.206
H 1.8919 -1.3328 -1.3888  0.211
H -0.4255 -1.1948 -1.8128  0.194
H -0.1733 -0.8958 -3.5636  0.205
H 0.3297 0.9054 1.1047  0.443
H 1.3783 2.4011 -1.2926  0.481


No. 10
# C6H10N2O2

A single C6H10N2O2 molecule in a non-equilibrium geometry (wB97M-V/def2-TZVPD, the Open Molecules 2025 dataset).

Calculated values
**Gap between HOMO and LUMO**: 10.6 eV
**SMILES string**: [H]/N=C(\O)[C@@H]1C[C@H](O)[C@@H]2N[C@@H]21
**E_tot**: -494.56119 hartree
**Total charge**: 0

Each line ends with the natural charge from an NBO analysis.
Geometry (Å):
H -1.9246 -2.4480 -0.5407  0.369
N -1.4061 -2.2443 -1.5229  -0.640
C -0.4959 -1.4665 -1.1319  0.543
O -0.6834 -1.2563 0.3319  -0.761
C 0.4137 -0.5331 -1.8727  -0.325
C 1.7983 -0.4346 -1.1784  -0.421
C 2.2793 1.0229 -1.3495  0.090
O 3.0852 1.4831 -0.2894  -0.702
C 1.0095 1.8221 -1.5608  -0.107
N -0.0365 1.5281 -0.5734  -0.640
C -0.0923 0.9063 -1.9040  -0.067
H -0.1915 -0.4251 0.5269  0.487
H 0.5060 -0.9099 -2.8988  0.251
H 2.5118 -1.1557 -1.5926  0.233
H 1.7082 -0.6448 -0.1037  0.216
H 2.8949 1.1194 -2.2548  0.188
H 2.5731 1.4461 0.5257  0.469
H 1.0613 2.8330 -1.9658  0.216
H -0.6936 2.2989 -0.4982  0.376
H -0.8964 1.1892 -2.5828  0.224


No. 11
# C6H10N2O2P2

A single C6H10N2O2P2 molecule in a non-equilibrium geometry (wB97M-V/def2-TZVPD, the Open Molecules 2025 dataset).

Calculated values
**Gap between HOMO and LUMO**: 8.4 eV
**E_tot**: -1177.20266 hartree
**Total charge**: 0

Each line ends with the natural charge from an NBO analysis.
Geometry (Å):
C -1.1120 -0.8182 -0.0950  -0.184
C 0.1556 -1.3996 -0.1668  0.292
C -0.1492 1.2118 -0.0791  0.531
C -2.4344 -1.5127 -0.1885  0.769
C 0.3127 -2.8743 -0.2374  -0.677
C 0.4256 2.4786 -0.3954  -0.729
N -1.1302 0.5185 -0.1647  -0.359
N 1.0963 -0.5143 -0.2283  -0.769
O -3.6204 -0.7764 -0.0115  -0.751
O -2.7011 -2.6965 -0.1908  -0.590
P -3.6318 0.9338 -0.4107  0.638
P 2.8182 -0.7987 0.0357  0.528
H 0.3915 -3.1623 -1.3643  0.241
H 1.1710 -3.1670 0.3262  0.224
H -0.6266 -3.2529 0.1262  0.273
H 1.5650 2.2073 -0.3919  0.273
H 0.1045 2.9263 -1.3562  0.259
H 0.2726 3.2107 0.4719  0.258
H -3.5950 1.4681 0.9506  -0.059
H -4.9654 1.0176 -0.3061  -0.084
H 2.7844 0.1440 1.1746  -0.035
H 3.0643 0.3310 -0.7313  -0.049


No. 12
# C6H10N2O3S

A single C6H10N2O3S molecule in a non-equilibrium geometry (wB97M-V/def2-TZVPD, the Open Molecules 2025 dataset).

Calculated values
**Gap between HOMO and LUMO**: 8.8 eV
**SMILES string**: N[C@]1(S(N)(=O)=O)C=CC=C[C@@H]1O
**E_tot**: -967.94192 hartree
**Total charge**: 0

Each line ends with the natural charge from an NBO analysis.
Geometry (Å):
N -0.5065 -1.3972 -1.4591  -0.780
C -0.4736 -0.6013 -0.3596  0.067
S 1.1785 -1.2989 0.6647  2.062
N 2.3985 -0.4951 -0.3629  -1.089
O 1.5350 -1.0181 2.0724  -0.914
O 1.1400 -2.6667 0.2386  -0.976
C -1.4153 -0.6212 0.7029  -0.222
C -1.3144 0.2368 1.7230  -0.188
C -0.4149 1.4041 1.6160  -0.182
C 0.2011 1.6540 0.4372  -0.247
C -0.1835 0.9251 -0.7789  0.038
O -1.2712 1.4420 -1.4625  -0.695
H 0.1617 -1.0995 -2.2168  0.391
H -0.3776 -2.3149 -1.2263  0.396
H 2.8568 0.0703 0.3196  0.384
H 3.1142 -1.1357 -0.8313  0.398
H -2.0126 -1.4261 0.6444  0.215
H -1.9520 0.1033 2.5252  0.221
H -0.0628 2.0467 2.4835  0.234
H 0.7003 2.5884 0.2611  0.215
H 0.6883 0.9788 -1.5080  0.194
H -1.4728 2.3032 -0.9711  0.479


Q: What is the gap between HOMO and LUMO in the second record?
A: 9.7 eV


Q: gap between HOMO and LUMO of number 10 (C6H10N2O2)?
A: 10.6 eV


Q: Look up the total charge of the second one.
A: 0


Repeat the twelfth record exactly.
# C6H10N2O3S

A single C6H10N2O3S molecule in a non-equilibrium geometry (wB97M-V/def2-TZVPD, the Open Molecules 2025 dataset).

Calculated values
**Gap between HOMO and LUMO**: 8.8 eV
**SMILES string**: N[C@]1(S(N)(=O)=O)C=CC=C[C@@H]1O
**E_tot**: -967.94192 hartree
**Total charge**: 0

Each line ends with the natural charge from an NBO analysis.
Geometry (Å):
N -0.5065 -1.3972 -1.4591  -0.780
C -0.4736 -0.6013 -0.3596  0.067
S 1.1785 -1.2989 0.6647  2.062
N 2.3985 -0.4951 -0.3629  -1.089
O 1.5350 -1.0181 2.0724  -0.914
O 1.1400 -2.6667 0.2386  -0.976
C -1.4153 -0.6212 0.7029  -0.222
C -1.3144 0.2368 1.7230  -0.188
C -0.4149 1.4041 1.6160  -0.182
C 0.2011 1.6540 0.4372  -0.247
C -0.1835 0.9251 -0.7789  0.038
O -1.2712 1.4420 -1.4625  -0.695
H 0.1617 -1.0995 -2.2168  0.391
H -0.3776 -2.3149 -1.2263  0.396
H 2.8568 0.0703 0.3196  0.384
H 3.1142 -1.1357 -0.8313  0.398
H -2.0126 -1.4261 0.6444  0.215
H -1.9520 0.1033 2.5252  0.221
H -0.0628 2.0467 2.4835  0.234
H 0.7003 2.5884 0.2611  0.215
H 0.6883 0.9788 -1.5080  0.194
H -1.4728 2.3032 -0.9711  0.479